No. 1
Here is a cluster of 11 separate species, C44H88O22S11 in total in a non-equilibrium geometry from OMol25. Energies are from ωB97M-V/def2-TZVPD.

Each line ends with the Löwdin charge.
Positions of all 165 atoms, in Å:
1 O 14.2368 7.4081 18.8881  -0.36
2 S 14.1232 8.8486 18.5312  0.75
3 O 12.9647 9.6618 18.9659  -0.38
4 C 15.5959 9.8516 18.8239  -0.21
5 C 16.4611 9.8493 17.5195  -0.18
6 C 15.4473 9.8527 16.3586  -0.23
7 C 14.2648 8.9561 16.6723  -0.19
8 H 16.0504 9.5441 19.7657  0.11
9 H 15.0281 10.7784 18.9055  0.07
10 H 17.0009 10.7905 17.6242  0.10
11 H 17.2844 9.1382 17.4515  0.11
12 H 15.8578 9.6188 15.3763  0.11
13 H 14.9641 10.8267 16.2818  0.08
14 H 14.4198 7.9250 16.3546  0.10
15 H 13.3527 9.3853 16.2576  0.08
16 O 15.3414 15.9290 20.5852  -0.37
17 S 16.5701 15.1029 20.3690  0.74
18 O 16.4686 13.6796 19.9439  -0.36
19 C 17.6230 15.9693 19.1792  -0.21
20 C 18.8695 16.4630 20.0095  -0.19
21 C 19.0797 15.4420 21.2068  -0.19
22 C 17.6581 15.3267 21.8655  -0.19
23 H 17.0192 16.7785 18.7685  0.06
24 H 17.8489 15.2338 18.4071  0.10
25 H 19.8247 16.4248 19.4860  0.10
26 H 18.8336 17.5226 20.2626  0.11
27 H 19.8090 15.7220 21.9670  0.11
28 H 19.4106 14.5183 20.7320  0.11
29 H 17.3974 16.3301 22.2022  0.09
30 H 17.4822 14.6838 22.7280  0.10
31 O 8.5845 15.9535 11.5865  -0.36
32 S 8.9006 14.9530 10.5362  0.72
33 O 8.3954 13.5909 10.5303  -0.34
34 C 8.5578 15.8135 8.9177  -0.18
35 C 10.0006 15.9714 8.2543  -0.20
36 C 10.9840 16.0611 9.4114  -0.24
37 C 10.6994 14.8311 10.2773  -0.22
38 H 8.0148 16.7378 9.1153  0.09
39 H 7.9608 15.1211 8.3242  0.09
40 H 10.2594 15.1584 7.5760  0.11
41 H 9.8859 16.8288 7.5912  0.11
42 H 10.8306 17.0208 9.9050  0.12
43 H 12.0075 16.0553 9.0364  0.10
44 H 11.1905 14.7644 11.2481  0.09
45 H 11.0414 13.9478 9.7379  0.11
46 O 21.0376 18.4788 11.9610  -0.33
47 S 21.5815 17.5304 12.9162  0.72
48 O 22.9696 17.0937 12.7871  -0.34
49 C 21.1341 18.0505 14.6100  -0.21
50 C 20.1229 17.0606 15.1794  -0.20
51 C 20.1516 15.7284 14.4057  -0.24
52 C 20.4654 16.0092 12.9954  -0.20
53 H 20.5921 18.9952 14.5669  0.09
54 H 22.0115 18.4420 15.1247  0.10
55 H 20.2645 16.8486 16.2392  0.10
56 H 19.0850 17.3837 15.0982  0.10
57 H 19.2132 15.1744 14.4315  0.08
58 H 20.8915 15.0101 14.7588  0.12
59 H 19.5978 16.4380 12.4940  0.08
60 H 21.1331 15.3602 12.4288  0.11
61 O 14.5334 20.9684 14.7335  -0.34
62 S 15.0354 20.9931 16.1091  0.71
63 O 14.8980 22.2243 16.9141  -0.35
64 C 14.1106 19.6823 16.9870  -0.21
65 C 15.0899 18.7663 17.7946  -0.17
66 C 16.2870 18.7734 16.8145  -0.23
67 C 16.5994 20.1659 16.2501  -0.22
68 H 13.7960 19.1711 16.0772  0.08
69 H 13.2215 20.0185 17.5204  0.10
70 H 15.3991 19.2339 18.7294  0.12
71 H 14.7245 17.7439 17.8904  0.11
72 H 16.0048 18.0672 16.0336  0.10
73 H 17.1328 18.4366 17.4140  0.09
74 H 17.1635 20.3094 15.3285  0.11
75 H 17.2530 20.7735 16.8759  0.11
76 O 13.3874 12.2156 17.5940  -0.34
77 S 12.7667 13.3114 18.2937  0.66
78 O 13.2912 14.6463 18.2165  -0.33
79 C 10.8623 13.4600 18.0703  -0.14
80 C 10.2822 13.8641 19.5265  -0.17
81 C 11.2118 13.1806 20.5399  -0.18
82 C 12.7053 12.9659 20.0500  -0.19
83 H 10.5058 12.4978 17.7027  0.07
84 H 10.8674 14.1894 17.2604  0.07
85 H 10.2448 14.9466 19.6489  0.11
86 H 9.2239 13.6075 19.5724  0.11
87 H 10.9904 12.1971 20.9545  0.11
88 H 11.1518 13.8712 21.3810  0.10
89 H 12.8519 11.8869 20.0012  0.07
90 H 13.5320 13.5883 20.3925  0.09
91 O 15.2686 12.0446 13.6182  -0.32
92 S 15.3268 13.4728 13.5885  0.68
93 O 15.5603 14.0993 12.2964  -0.34
94 C 13.7726 14.2828 14.2946  -0.16
95 C 14.4002 15.5140 15.0707  -0.18
96 C 15.5761 14.8568 15.8379  -0.19
97 C 16.4844 14.1416 14.8036  -0.20
98 H 13.4575 13.5454 15.0328  0.07
99 H 13.1076 14.4723 13.4520  0.09
100 H 14.7944 16.1151 14.2513  0.09
101 H 13.6000 15.9960 15.6323  0.10
102 H 15.1706 14.2016 16.6089  0.09
103 H 16.1189 15.6634 16.3308  0.09
104 H 17.0010 13.2599 15.1829  0.09
105 H 17.1491 14.7587 14.1990  0.07
106 O 20.4954 11.6526 11.5778  -0.33
107 S 20.9379 11.2238 12.8958  0.71
108 O 22.2462 11.6183 13.3993  -0.33
109 C 19.6468 11.6474 14.1334  -0.21
110 C 18.7386 10.4540 14.2516  -0.24
111 C 19.5569 9.2070 14.0942  -0.25
112 C 20.5994 9.4485 13.1085  -0.23
113 H 19.2702 12.6703 14.1300  0.09
114 H 20.2579 11.6127 15.0354  0.10
115 H 18.2388 10.4088 15.2193  0.10
116 H 17.9702 10.3733 13.4827  0.12
117 H 18.8675 8.3789 13.9297  0.13
118 H 20.0422 9.0662 15.0599  0.12
119 H 20.4872 9.0742 12.0910  0.11
120 H 21.5571 9.1151 13.5083  0.10
121 O 9.8827 16.5538 15.4776  -0.33
122 S 10.3840 17.7284 14.8540  0.66
123 O 11.7344 17.7693 14.3475  -0.34
124 C 9.0945 18.2520 13.5967  -0.18
125 C 8.6418 19.6777 14.1295  -0.22
126 C 8.6515 19.6920 15.6606  -0.21
127 C 10.0768 19.1397 15.9992  -0.20
128 H 8.2469 17.5918 13.7801  0.09
129 H 9.3747 18.1734 12.5463  0.08
130 H 9.3845 20.4315 13.8679  0.11
131 H 7.6565 19.9422 13.7457  0.11
132 H 7.8137 19.1410 16.0879  0.11
133 H 8.4111 20.7138 15.9544  0.11
134 H 10.3797 18.7850 16.9844  0.10
135 H 10.8820 19.8556 15.8341  0.09
136 O 17.1464 19.0111 11.2934  -0.35
137 S 16.7122 17.6721 11.7741  0.74
138 O 17.0611 17.1876 13.0761  -0.36
139 C 14.8622 17.3953 11.3093  -0.18
140 C 14.9149 17.2571 9.7891  -0.22
141 C 16.1162 16.4121 9.3348  -0.21
142 C 17.2010 16.3641 10.4078  -0.17
143 H 14.2115 18.1571 11.7387  0.10
144 H 14.5608 16.4461 11.7523  0.07
145 H 13.9609 16.9200 9.3838  0.09
146 H 15.0546 18.2876 9.4625  0.11
147 H 16.5340 16.8143 8.4119  0.11
148 H 15.9060 15.3897 9.0210  0.11
149 H 18.2072 16.5360 10.0254  0.10
150 H 17.0764 15.4893 11.0459  0.06
151 O 11.7154 12.3060 11.8915  -0.36
152 S 10.9748 11.2330 12.6089  0.76
153 O 10.5833 10.0323 11.8526  -0.34
154 C 11.8173 10.7035 14.1576  -0.23
155 C 10.8241 10.7373 15.3017  -0.19
156 C 9.9224 12.0019 15.0679  -0.22
157 C 9.5237 11.9401 13.6266  -0.20
158 H 12.6504 11.3882 14.3167  0.08
159 H 12.2797 9.7689 13.8400  0.10
160 H 10.1645 9.8718 15.2393  0.12
161 H 11.2302 10.7459 16.3131  0.09
162 H 10.4878 12.9135 15.2614  0.10
163 H 9.0416 12.0597 15.7075  0.12
164 H 9.1369 12.8636 13.1958  0.09
165 H 8.7313 11.2084 13.4687  0.10

Cartesian forces (eV/Å) of the 6 atoms listed first:
-0.092 2.651 -0.206
-1.078 -1.200 -1.120
1.315 -1.421 -0.090
-0.283 -0.860 -0.449
-0.441 0.816 1.026
-0.301 0.485 0.145

Summary:
**SMILES string**: O=S1(=O)CCCC1.O=S1(=O)CCCC1.O=S1(=O)CCCC1.O=S1(=O)CCCC1.O=S1(=O)CCCC1.O=S1(=O)CCCC1.O=S1(=O)CCCC1.O=S1(=O)CCCC1.O=S1(=O)CCCC1.O=S1(=O)CCCC1.O=S1(=O)CCCC1
**Energy above the lowest of the compared OMol25 structures with the same formula, charge and spin**: 431.5 kJ/mol

---

No. 2
Here is the molecule C21H28ClN3O from OMol25. Energies are from ωB97M-V/def2-TZVPD.

Each line ends with the Löwdin charge.
Positions of all 54 atoms, in Å:
1 C -4.3550 -3.6091 1.3921  -0.11
2 C -5.2780 -2.3990 1.4766  -0.27
3 C -4.9262 -1.3045 0.4701  -0.21
4 C -3.5673 -0.6413 0.7557  -0.20
5 N -3.2962 0.5682 0.0075  -0.19
6 C -4.0132 1.7430 0.4831  -0.24
7 C -3.1286 2.5870 1.3975  -0.07
8 C -3.2746 0.4010 -1.4276  -0.19
9 C -2.2882 1.3763 -2.0833  -0.15
10 N -0.9386 1.1531 -1.6281  0.08
11 C -0.2358 2.0867 -0.9504  -0.45
12 O -0.6434 3.2160 -0.7515  0.05
13 C 1.1100 1.6398 -0.4766  -0.12
14 C 1.5964 2.1994 0.7197  0.00
15 C 2.8341 1.8685 1.1952  -0.03
16 C 3.6580 0.9745 0.4877  -0.16
17 C 4.9611 0.5974 0.9038  -0.52
18 Cl 5.6316 1.2271 2.3709  0.74
19 C 5.6791 -0.2671 0.1319  -0.19
20 C 5.0913 -0.7551 -1.0631  -0.24
21 N 3.9063 -0.4418 -1.4870  0.17
22 C 3.1788 0.4149 -0.7335  -0.20
23 C 1.8948 0.7645 -1.1887  0.04
24 C 6.0501 -1.6682 -1.7621  -0.11
25 C 7.0804 -2.0115 -0.6760  -0.17
26 C 7.0532 -0.8272 0.3051  -0.14
27 H -4.6939 -4.3892 2.0702  0.07
28 H -3.3369 -3.3430 1.6636  0.06
29 H -4.3494 -4.0135 0.3819  0.07
30 H -6.3046 -2.7252 1.2916  0.10
31 H -5.2410 -1.9848 2.4869  0.11
32 H -4.9230 -1.7275 -0.5370  0.11
33 H -5.7045 -0.5381 0.5023  0.10
34 H -2.7618 -1.3500 0.5403  0.12
35 H -3.5088 -0.3852 1.8164  0.12
36 H -4.3262 2.3500 -0.3702  0.11
37 H -4.9226 1.4529 1.0269  0.11
38 H -3.6937 3.4280 1.7921  0.07
39 H -2.2746 2.9677 0.8457  0.05
40 H -2.7658 1.9883 2.2294  0.07
41 H -2.9462 -0.6193 -1.6464  0.12
42 H -4.2641 0.5444 -1.8951  0.12
43 H -2.3351 1.2582 -3.1725  0.12
44 H -2.5323 2.4086 -1.8267  0.11
45 H -0.5962 0.2060 -1.6510  0.14
46 H 0.9662 2.9002 1.2455  0.12
47 H 3.2006 2.2973 2.1157  0.09
48 H 1.5783 0.3448 -2.1314  0.12
49 H 6.5133 -1.1245 -2.5892  0.12
50 H 5.5532 -2.5434 -2.1766  0.12
51 H 6.7706 -2.9192 -0.1562  0.11
52 H 8.0735 -2.1795 -1.0885  0.11
53 H 7.7925 -0.0699 0.0293  0.13
54 H 7.2524 -1.1271 1.3339  0.11

Cartesian forces (eV/Å) of the 6 atoms listed first:
-0.156 0.147 0.122
0.039 -0.038 -0.250
0.128 0.117 0.301
-0.214 -0.164 -0.126
0.024 -0.022 -0.213
0.246 0.145 0.245

Summary:
**SMILES string**: CCCCN(CC)CCNC(=O)c1ccc2c(Cl)c3c(nc2c1)CCC3
**Energy above the lowest of the compared OMol25 structures with the same formula, charge and spin**: 17.8 kJ/mol

---

No. 3
Here is the ion C6H16N2 with charge -1 in a non-equilibrium geometry from OMol25. Energies are from ωB97M-V/def2-TZVPD.

Each line ends with the Löwdin spin population.
Positions of all 24 atoms, in Å:
1 C 1.5701 0.0369 -2.4428  0.03
2 N 0.5805 0.4731 -1.4532  0.02
3 C 1.0255 0.1197 -0.0779  0.04
4 C 0.0530 0.7109 0.9408  0.06
5 N -1.2059 -0.0022 0.9607  0.04
6 C -1.8409 -0.0536 2.2668  0.23
7 C -0.9893 -0.6045 3.4206  0.10
8 C 0.8276 -0.0831 -3.8020  0.08
9 H 1.9951 -0.9432 -2.1997  0.01
10 H 2.3573 0.7844 -2.5280  0.00
11 H -0.2477 -0.1110 -1.5895  0.03
12 H 2.0814 0.3011 0.1081  0.00
13 H 0.9070 -0.9736 0.0187  0.01
14 H 0.5080 0.6624 1.9297  0.00
15 H -0.0345 1.7771 0.6906  0.02
16 H -1.8413 0.3198 0.2505  0.09
17 H -2.3112 0.9094 2.5015  0.06
18 H -2.7132 -0.7167 2.1984  0.08
19 H -0.4315 0.1326 3.9907  0.01
20 H -1.7478 -1.0758 4.0572  0.04
21 H -0.3391 -1.3825 3.0203  0.01
22 H 0.4495 0.9203 -4.0085  0.01
23 H 1.4119 -0.5131 -4.6114  0.01
24 H -0.0644 -0.6884 -3.6418  0.03

Cartesian forces (eV/Å) of the 6 atoms listed first:
-1.060 -0.317 -0.949
0.836 -0.321 0.516
-1.185 -0.982 -0.296
0.768 0.516 -0.243
0.864 -0.523 0.565
-0.731 0.153 -0.260

Summary:
**2S+1**: 2
**Energy above the lowest of the compared OMol25 structures with the same formula, charge and spin**: 86.7 kJ/mol
**Charge**: -1

---

No. 4
Here is a structure of composition C2H2NO3S in a non-equilibrium geometry from OMol25. Energies are from ωB97M-V/def2-TZVPD.

Each line ends with the Löwdin charge.
Positions of all 9 atoms, in Å:
1 C 0.4665 -0.0671 -0.0707  -0.24
2 C 1.7637 -0.7328 0.3357  -0.25
3 N 1.3319 -0.0813 -0.9356  0.01
4 O -2.3928 -0.5781 -0.6371  -0.35
5 O -1.7224 1.7250 -1.1474  -0.34
6 O -2.0309 1.1046 1.1327  -0.40
7 S -1.7693 0.6409 -0.2423  0.45
8 H 2.4006 -0.1633 1.0917  0.06
9 H 1.9527 -1.8479 0.4729  0.06

Cartesian forces (eV/Å) of the 6 atoms listed first:
-2.932 -0.028 0.901
0.272 -0.062 2.281
1.743 0.062 -1.669
-0.176 -0.786 -0.461
0.520 0.862 -1.892
0.404 -1.062 -1.215

Summary:
**Energy above the lowest of the compared OMol25 structures with the same formula, charge and spin**: 285.6 kJ/mol
**Charge**: -1